[1]
This record from the Open Molecules 2025 dataset describes a structure of composition C36H37CaN2O3Sb2 in a non-equilibrium geometry. The level of theory is the ωB97M-V functional and the def2-TZVPD basis.

- Energy above the lowest of the compared OMol25 structures with the same formula, charge and spin: 1.279 eV
- Spin multiplicity: 1
- Electronic energy: -78571.59437 eV
- Kohn-Sham gap: 7.47 eV
- Strongest force on any atom: 3.2 eV/Å
- Net charge: -1

Atoms and positions in Å:
H1 1.48113 0.63803 5.89550
H2 -4.24627 -5.27397 1.18500
H3 2.91283 3.61423 2.41500
C1 -4.02177 -2.41637 -0.61040
H4 -2.74317 -1.44007 -3.37590
C2 3.78813 0.57733 3.40630
Ca1 1.09643 0.74703 2.89820
H5 -0.90177 -2.80037 -4.07250
C3 5.28563 -2.75667 -1.55140
C4 0.68703 2.09903 -1.25030
C5 0.68483 -1.83597 -3.03250
H6 6.36163 0.41733 -1.95010
C6 -1.25157 -0.92447 3.37810
C7 -3.72477 0.83863 -1.45670
H7 -4.63127 -1.76817 -1.23070
C8 1.18933 3.61623 -3.04250
C9 -3.78197 1.68583 -2.55470
H8 -4.66217 0.29363 0.37520
C10 -3.81037 -4.38677 0.74520
Sb1 -1.87007 -0.22177 -1.05840
H9 3.88713 2.42513 4.61110
H10 -1.01727 -2.96367 -2.32600
H11 2.34103 0.51843 -3.73370
C11 4.31943 -0.17447 -1.69920
C12 -5.77237 1.81503 -0.64680
H12 -0.95767 -1.93677 3.06600
C13 -0.77237 -2.25457 -3.12620
C14 0.64353 3.37373 -1.79250
C15 3.39123 0.34353 2.07930
H13 2.76123 1.76803 0.49420
C16 -4.57267 -3.56737 -0.06980
H14 -6.59507 3.40313 -1.82940
H15 -4.81857 3.28923 -3.52760
C17 -2.69797 -2.08437 -0.36070
C18 1.27763 1.05883 -1.95120
H16 -0.09647 2.78843 4.69010
C19 3.42063 -1.21787 -1.52840
C20 -1.45657 -0.10697 2.10310
C21 1.79593 2.58583 -3.74020
H17 0.25043 1.63283 6.75220
C22 -4.80717 2.60653 -2.68900
Sb2 1.27473 -0.93427 -1.11820
O1 -1.64217 0.22693 5.87670
C23 3.61313 1.93203 3.68280
C24 3.09683 2.55003 2.53970
H18 7.22963 -1.88837 -1.80640
C25 -1.75037 -1.09427 -3.08240
H19 2.23703 2.77223 -4.71130
H20 0.17773 4.17933 -1.24100
H21 3.57983 -0.56477 1.51170
H22 0.26113 1.91933 -0.26950
O2 -2.57397 -0.08127 1.58130
H23 -3.00607 1.64063 -3.31090
C26 6.16713 -1.70377 -1.73440
N1 0.75033 2.22553 4.75090
C27 1.84343 1.31433 -3.19150
H24 0.90613 -1.11467 -3.81930
C28 -5.80607 2.67223 -1.73320
H25 1.32933 -2.70487 -3.18110
H26 3.24243 -3.33737 -1.29090
C29 0.55433 1.20713 5.78410
C30 -0.56897 0.28243 5.27170
C31 5.67823 -0.41077 -1.81140
H27 -1.89697 -4.68817 1.65280
H28 4.25013 -0.15107 4.06500
N2 -0.20237 -0.33097 4.16510
C32 -4.72757 0.91853 -0.50200
H29 3.95523 0.84293 -1.74320
O3 -0.44627 0.48723 1.61060
C33 2.96903 1.57813 1.53830
C34 3.92743 -2.50927 -1.44510
H30 5.66313 -3.76877 -1.48250
H31 -1.44697 -0.32377 -3.79200
H32 -2.20107 -0.97897 3.92640
C35 -2.48857 -4.06167 0.99770
H33 -6.55127 1.86373 0.10050
H34 1.52553 2.84123 4.99190
H35 -0.89647 -2.67727 0.63660
H36 1.14953 4.60943 -3.46960
H37 -5.60637 -3.81967 -0.26980
C36 -1.93567 -2.92457 0.43380

Mulliken population analysis, charges in e, atoms 1 to 4: H 0.260; H 0.366; H 0.389; C -0.766

---

[2]
This record from the Open Molecules 2025 dataset describes a cluster of 2 separate species, C9H14S in total in a non-equilibrium geometry. The level of theory is the ωB97M-V functional and the def2-TZVPD basis.

- Energy above the lowest of the compared OMol25 structures with the same formula, charge and spin: 1.730 eV
- SMILES: Cc1ccccc1.CCS
- Spin multiplicity: 1
- Electronic energy: -20393.55612 eV
- Kohn-Sham gap: 9.41 eV
- Strongest force on any atom: 3.8 eV/Å

Atoms and positions in Å:
C1 1.22263 2.39738 -1.91781
H1 0.74725 3.97708 -0.38009
C2 -1.51602 -0.86746 0.99612
C3 0.34705 -0.16422 2.24143
H2 0.82306 0.49390 2.89330
H3 -0.83742 -3.22762 -1.38806
H4 1.30517 -2.87318 0.56478
H5 -1.63349 0.79097 2.38218
C4 -1.41221 -2.62363 -0.69953
H6 -2.13165 -1.95879 -1.23004
H7 -0.31146 2.54103 -0.22431
C5 0.60416 -2.15196 0.89305
H8 2.27645 2.28010 -1.61246
C6 0.29406 3.14507 -0.94647
C7 -0.72616 -1.84050 0.34266
H9 -0.44936 3.42215 -1.69209
H10 2.22943 -1.20844 1.74282
H11 -1.92640 -3.46034 -0.11613
C8 1.14232 -1.20204 1.76280
C9 -0.98055 0.05789 1.84847
S1 0.62971 0.45147 -2.01797
H12 1.53805 0.03095 -1.13442
H13 -2.49492 -0.85464 0.60849
H14 1.26030 2.84480 -2.91672

Mulliken population analysis, charges in e, atoms 1 to 4: C -0.568; H 0.271; C -0.572; C -0.448

---

[3]
This record from the Open Molecules 2025 dataset describes a cluster of 3 separate species, C19H41N4O5P in total in a non-equilibrium geometry. The level of theory is the ωB97M-V functional and the def2-TZVPD basis.

- ⟨S²⟩: 2.008
- Spin multiplicity: 3
- Electronic energy: -45853.74123 eV
- Kohn-Sham gap (spin up / spin down): 8.47 / 9.24 eV
- Strongest force on any atom: 1.5 eV/Å

Atoms and positions in Å:
C1 -4.26912 -1.18859 0.32064
H1 -3.69941 -0.95233 1.22042
C2 -0.45904 1.35266 3.35418
N1 4.83664 -4.73515 1.29112
C3 -3.35474 -1.29864 -0.88915
H2 3.34139 -0.74838 0.16749
H3 0.03188 -3.67635 -0.43146
H4 -4.86995 -0.92147 -2.36013
O1 2.79404 -2.96883 -1.90772
H5 1.58840 3.00916 4.11693
H6 -2.08749 0.36597 -0.29750
C4 0.36603 3.97306 0.03354
H7 1.77170 1.90908 -1.08282
H8 -0.01153 3.61826 4.52802
H9 0.15176 -4.11137 -2.13494
H10 0.56760 -1.95001 -2.35301
P1 4.81915 -4.30635 -0.34756
C5 -2.21570 -3.06126 -2.96555
H11 3.64269 -0.46729 -1.39808
H12 -1.02807 0.69693 2.70021
C6 -1.39173 -2.68767 -1.73424
C7 0.05456 2.58838 2.63050
H13 -1.77325 3.70492 2.74523
H14 -4.76119 -2.59921 -1.86873
C8 -3.28467 -2.03043 -3.32430
H15 6.52953 -3.17990 0.31413
C9 2.49100 4.21350 1.37018
H16 -0.14275 3.31367 -0.67657
H17 2.96932 3.75156 2.23202
H18 -4.98959 -0.38917 0.15171
H19 3.18705 1.99049 -0.02716
H20 1.98612 5.11769 1.70652
O2 6.33722 -3.73235 -0.44748
H21 -3.90477 -2.41877 -4.13470
O3 4.01838 -2.86823 0.00366
N2 1.06211 2.18089 1.60766
H22 -1.69347 2.61782 1.37747
C10 -0.54688 -3.88456 -1.33232
H23 -4.82522 -2.10565 0.49935
C11 -1.10767 3.32540 1.96819
H24 -1.14618 -4.77632 -1.15860
O4 -2.76354 -3.32023 -0.00572
N3 3.03172 -0.96551 -0.76918
H25 -2.82318 -1.11601 -3.70681
H26 -1.53765 -3.20616 -3.80820
H27 4.07705 -4.36156 1.83360
C12 -0.40008 -1.54888 -2.06348
H28 -0.22173 -0.90747 -1.20172
H29 -2.70507 -4.02439 -2.78911
O5 0.68585 1.12515 0.98602
H30 0.36397 0.77859 3.78070
H31 -1.11586 1.66270 4.16532
H32 2.78360 3.34343 -1.08636
N4 -2.28322 -2.29369 -0.60611
H33 -1.51495 4.88622 0.54090
C13 -4.16311 -1.71637 -2.11466
H34 -0.23232 5.28281 1.65675
H35 -3.56628 0.83622 -1.13904
H36 3.28690 4.53400 0.70053
C14 0.69289 3.47879 3.70950
H37 0.75215 4.81470 -0.54450
C15 2.36245 2.56737 -0.44930
H38 4.91778 -5.72853 1.40128
C16 1.54311 3.22294 0.65360
C17 3.24438 -2.33695 -0.98555
C18 -2.76096 0.10084 -1.11042
H39 -0.73231 -0.92031 -2.89061
C19 -0.65185 4.46738 1.06115
H40 0.95951 4.47204 3.35800
H41 -2.21344 0.20172 -2.04371

Mulliken population analysis, charges in e, atoms 1 to 4: C -1.900; H 0.370; C -1.817; N -0.558

---

[4]
This record from the Open Molecules 2025 dataset describes a structure of composition C32H30FeIN2OP2Te in a non-equilibrium geometry. The level of theory is the ωB97M-V functional and the def2-TZVPD basis.

- ⟨S²⟩: 0.893
- Spin multiplicity: 2
- Electronic energy: -107043.99190 eV
- Kohn-Sham gap (spin up / spin down): 6.27 / 6.40 eV
- Strongest force on any atom: 1.0 eV/Å
- Net charge: +2

Atoms and positions in Å:
H1 3.30353 6.76103 1.89590
C1 0.28769 6.11282 0.48108
H2 -0.69155 4.20162 0.47041
C2 -1.23329 -2.58818 3.16528
H3 -2.69007 3.02896 -3.70835
H4 -3.47066 2.42245 -2.28861
P1 -1.07916 -0.78649 1.08411
H5 -0.27233 3.50419 -3.57474
H6 1.47779 7.88811 0.67143
H7 3.72790 0.18643 0.46751
C3 -0.97394 -0.27814 3.82532
C4 -1.21029 -2.96555 4.49742
C5 3.88360 -0.86998 0.27460
N1 -2.61935 2.59622 -2.80228
H8 -1.91124 -1.64249 -4.16749
I1 1.51452 2.45710 -1.92876
H9 -1.31037 -4.01041 4.76220
C6 -2.64598 -1.36223 0.43010
P2 1.22032 -0.94731 -0.44140
Fe1 0.12360 1.00654 0.06328
C7 1.20721 4.14133 1.49311
C8 -0.86936 -1.57427 -3.87925
H10 2.85592 -1.40623 -2.84488
C9 4.26059 -3.58633 -0.21300
C10 0.18345 4.76188 0.77872
C11 2.82096 -1.66842 -0.14687
C12 0.13247 -1.80389 -4.81746
H11 -1.92163 -3.25417 -0.29530
C13 -5.16555 -2.26298 -0.28788
C14 -1.45716 2.25036 -2.26936
C15 -4.05593 -3.07810 -0.47818
H12 -3.63348 0.46747 1.00529
H13 -0.89364 0.76918 3.56675
C16 1.46803 -1.72876 -4.44558
C17 1.81147 -1.45239 -3.12824
H14 -0.51113 6.61098 -0.05368
C18 -2.79036 -2.62823 -0.12628
Te1 1.03584 2.14418 2.03834
C19 -5.01523 -0.98489 0.23815
H15 -4.17744 -4.07160 -0.89224
C20 -3.75379 -0.53007 0.59313
H16 -1.37751 -3.34309 2.39803
C21 -0.53271 -1.28904 -2.56317
H17 6.30175 -3.23227 0.33942
H18 5.97171 -0.82272 0.77051
C22 2.43225 6.19926 1.58312
H19 -0.13062 -2.04781 -5.83962
C23 -0.23669 2.52209 -3.11391
H20 2.24651 -1.89585 -5.17948
H21 -6.15107 -2.62641 -0.55161
C24 -0.96433 -0.66128 5.16103
C25 2.33563 4.84999 1.89534
H22 -1.05836 -2.30309 6.53461
O1 -1.39809 1.72831 -1.14562
C26 1.40821 6.82934 0.88714
H23 -5.88034 -0.34897 0.38115
H24 0.45689 -2.58591 1.05968
C27 5.13993 -1.43560 0.44743
H25 4.41508 -4.64070 -0.40399
H26 -0.12855 1.76056 -3.88339
H27 3.13056 4.36311 2.44735
C28 -1.07259 -2.00227 5.49456
C29 -1.09945 -1.23904 2.82815
C30 0.81113 -1.26217 -2.17559
H28 -1.32236 -1.10902 -1.83924
N2 0.10431 -1.85551 0.45078
C31 3.00596 -3.03186 -0.39570
C32 5.32375 -2.78936 0.20351
H29 2.18202 -3.64699 -0.74185
H30 -0.87499 0.08657 5.93904

Mulliken population analysis, charges in e, atoms 1 to 4: H 0.392; C -0.632; H 0.393; C -0.377

---

[5]
This record from the Open Molecules 2025 dataset describes the ion C10H16NO5S with charge +1 in a non-equilibrium geometry. The level of theory is the ωB97M-V functional and the def2-TZVPD basis.

- Energy above the lowest of the compared OMol25 structures with the same formula, charge and spin: 1.723 eV
- SMILES: O=S(=O)(O)CCCC[n+]1ccccc1COO
- Spin multiplicity: 1
- Electronic energy: -33180.70012 eV
- Kohn-Sham gap: 8.49 eV
- Strongest force on any atom: 3.6 eV/Å
- Net charge: +1

Atoms and positions in Å:
H1 -0.22164 1.68188 1.20566
H2 -4.84099 0.05682 -1.87520
H3 3.06035 -1.85069 -0.34092
H4 1.58182 -1.68405 1.25667
H5 -1.74562 2.72380 0.85242
C1 -3.09729 0.94585 -0.77428
C2 -1.05694 1.89990 0.49377
H6 -3.27491 1.99828 -1.11690
O1 4.09360 1.58474 -0.67925
O2 0.66585 3.09416 -0.42942
C3 1.24601 -0.56497 -0.61378
H7 3.11674 -0.83254 -1.88101
O3 2.94125 0.74435 1.44452
C4 -3.97733 -0.14872 -1.19511
H8 1.04603 0.52081 -0.42796
C5 2.80926 -0.85030 -0.80439
C6 -2.46840 -1.70122 0.17012
S1 3.85182 0.36812 0.10035
H9 0.77664 -0.87213 -1.59509
H10 -2.27473 -2.74667 0.51829
H11 3.47735 1.34540 2.00186
C7 -0.47192 -0.95450 1.37497
H12 0.48800 -2.55168 0.10932
C8 0.73150 -1.53616 0.52566
O4 5.10905 -0.26785 0.49298
H13 -0.78246 -1.78548 2.07879
C9 -3.64592 -1.50810 -0.68841
C10 -1.93279 0.66407 0.10116
H14 1.33685 2.96087 -1.13166
H15 -0.12643 -0.11915 2.03326
H16 -4.30120 -2.35225 -1.00002
N1 -1.64923 -0.63000 0.53244
O5 -0.46431 2.36744 -0.73889

Mulliken population analysis, charges in e, atoms 1 to 4: H 0.166; H 0.405; H 0.405; H 0.477

---

[6]
This record from the Open Molecules 2025 dataset describes a structure of composition C5H8 in a non-equilibrium geometry. The level of theory is the ωB97M-V functional and the def2-TZVPD basis.

- Energy above the lowest of the compared OMol25 structures with the same formula, charge and spin: 2.787 eV
- Spin multiplicity: 1
- Electronic energy: -5311.37949 eV
- Kohn-Sham gap: 9.98 eV
- Strongest force on any atom: 2.4 eV/Å

Atoms and positions in Å:
C1 1.01031 1.03728 -0.61166
C2 -1.30054 -0.96372 0.21685
H1 -0.18741 0.08289 1.70592
H2 1.79474 1.73335 -0.81039
H3 -1.24575 -1.12837 -0.86312
H4 1.26895 -1.12785 -0.64756
H5 -0.71323 2.13529 -1.12393
C3 -0.29311 1.25312 -0.56295
H6 -2.24359 -0.48689 0.50598
H7 -1.08670 -1.87083 0.78255
H8 2.02932 -0.32154 0.75443
C4 1.18983 -0.28463 0.05649
C5 -0.22283 -0.05809 0.59739

Mulliken population analysis, charges in e, atoms 1 to 4: C -0.075; C -1.362; H 0.348; H 0.381